(1)
C21H30N2O23S5 | wB97M-V/def2-TZVPD

```
! RIJCOSX wB97M-V def2-TZVPD def2/J DEFGRID3
* xyz 0 1
N -1.0606 6.3974 -0.3296
C -0.2792 5.2514 -0.9331
C 0.8593 4.5924 0.0453
C 0.8408 2.9240 0.1616
C 1.9882 2.1435 1.0909
C 3.0492 3.1168 1.8799
C 3.0940 4.7535 1.7876
C 1.9915 5.5193 0.8422
C 2.0920 7.1518 0.7319
C 3.2947 7.4686 -0.3827
O 3.7510 8.6964 -0.6599
C 4.3198 5.3054 2.7281
O 5.0387 6.4336 2.6793
N 4.4821 4.1134 3.6946
C 4.2842 2.8045 2.9118
O 4.9554 1.6515 2.9678
H -0.6752 7.2687 -0.8015
H -2.0595 6.3577 -0.6958
H -1.0791 4.4090 -1.1993
H 0.1698 5.6045 -1.9626
H 0.0295 2.2900 -0.4379
H 2.0631 0.9808 1.2071
H 1.0890 7.6989 0.4788
H 2.4677 7.5644 1.7873
H 3.7609 6.5356 -0.9601
H 3.8020 4.1307 4.5091
O -2.2404 1.1606 1.6107
S -2.4858 0.9752 0.1977
O -2.0966 1.9421 -0.8023
O -4.0662 0.6286 -0.0027
C -4.1974 -0.6385 -0.6450
C -2.9570 -1.4309 -0.2410
O -1.8933 -0.4816 -0.2349
H -4.2232 -0.4711 -1.7266
H -5.1219 -1.1308 -0.3317
H -2.7408 -2.2478 -0.9336
H -3.0582 -1.8313 0.7733
O -4.1420 -4.4267 -4.4779
S -3.1886 -3.5219 -3.8749
O -3.5363 -2.6032 -2.8160
O -2.4562 -2.6860 -5.0678
C -1.0484 -2.9096 -5.0101
C -0.8807 -4.2983 -4.3993
O -1.8928 -4.3909 -3.3993
H -0.6075 -2.1406 -4.3677
H -0.6105 -2.8426 -6.0096
H 0.1093 -4.4436 -3.9605
H -1.0676 -5.0808 -5.1423
O 2.4756 -4.8185 -5.5687
S 1.5144 -5.4443 -6.4493
O 0.3104 -6.0845 -5.9728
O 2.3125 -6.4904 -7.4119
C 2.1077 -6.1315 -8.7774
C 1.8782 -4.6225 -8.7723
O 1.1039 -4.3666 -7.6028
H 1.2224 -6.6635 -9.1403
H 2.9744 -6.4152 -9.3803
H 1.3523 -4.2781 -9.6660
H 2.8248 -4.0802 -8.6758
O -3.5636 -4.5071 2.2770
S -4.5057 -3.4129 2.3565
O -4.7854 -2.5328 1.2459
O -4.1216 -2.5047 3.6548
C -5.2345 -2.4541 4.5459
C -5.9952 -3.7585 4.3228
O -5.9199 -3.9990 2.9195
H -5.8482 -1.5888 4.2757
H -4.8915 -2.3477 5.5786
H -7.0364 -3.6942 4.6477
H -5.5051 -4.5931 4.8352
O 1.2020 -0.2595 6.8861
S 2.1554 0.6453 7.4891
O 1.8077 1.5640 8.5481
O 2.8878 1.4811 6.2963
C 4.2956 1.2576 6.3539
C 4.4633 -0.1311 6.9647
O 3.4512 -0.2237 7.9647
H 4.7366 2.0266 6.9963
H 4.7336 1.3245 5.3544
H 5.4533 -0.2764 7.4035
H 4.2764 -0.9137 6.2217
*
```

(2)
C26H28N8SZr | wB97M-V/def2-TZVPD

```
! RIJCOSX wB97M-V def2-TZVPD def2/J DEFGRID3
* xyz 4 1
Zr 0.3503 -0.5996 0.3574
C -1.2721 -3.3225 -0.8144
N -0.5498 -2.9050 0.4292
C -1.3353 -3.1878 1.6750
C -1.0144 -2.1251 2.6664
N -0.1708 -1.1242 2.3453
C -0.0815 -0.3051 3.5112
C 0.6752 0.8282 3.7826
C 0.5399 1.3752 5.0464
C -0.3114 0.8134 6.0118
C -1.0524 -0.3245 5.7538
C -0.9057 -0.8579 4.4819
N -1.4685 -2.0060 3.8969
C -1.2163 -2.1904 -1.7809
N -0.4390 -1.1135 -1.5346
C -0.6085 -0.2504 -2.6642
C -0.0599 0.9875 -2.9760
C -0.4584 1.5591 -4.1721
C -1.3658 0.9272 -5.0362
C -1.9099 -0.3084 -4.7356
C -1.5010 -0.8637 -3.5332
N -1.8491 -2.0855 -2.9293
H -2.3049 -3.5863 -0.5864
H -0.8112 -4.2141 -1.2460
H 0.2833 -3.4899 0.4891
H -1.0975 -4.1781 2.0700
H -2.4011 -3.1811 1.4429
H 1.3844 1.2562 3.0825
H 1.1226 2.2473 5.3101
H -0.3734 1.2726 6.9891
H -1.6908 -0.7728 6.5030
H -2.0900 -2.6586 4.3615
H 0.6557 1.4914 -2.3370
H -0.0544 2.5209 -4.4582
H -1.6413 1.4144 -5.9616
H -2.6029 -0.8061 -5.4004
H -2.4714 -2.7824 -3.3237
C -2.8454 4.9702 0.8172
C -2.0727 3.7045 0.6905
C -0.6729 3.6854 0.6757
C 0.0040 2.4979 0.5695
N -0.6391 1.3002 0.4804
C -2.0010 1.3121 0.5093
C -2.7297 2.4649 0.5986
H -2.2226 5.8492 0.6756
H -3.2839 5.0130 1.8193
H -3.6736 4.9878 0.1078
H -0.1080 4.6057 0.7446
H 1.0860 2.4734 0.5469
H -2.5055 0.3514 0.4451
H -3.8104 2.4083 0.6052
C 3.8187 -2.7636 -1.5088
N 4.1167 -1.3986 -1.9490
C 5.0263 -1.1086 -2.9509
C 5.1563 0.2369 -3.0078
N 4.3194 0.7447 -2.0414
C 3.7006 -0.2576 -1.4018
S 2.7278 0.0463 0.0265
H 3.7515 -3.4044 -2.3834
H 2.8639 -2.7628 -0.9889
H 4.6039 -3.1139 -0.8423
H 5.5010 -1.8904 -3.5200
H 5.7601 0.8721 -3.6337
H 4.2262 1.7216 -1.8006
*
```

E_tot per entry: -4648.57146 -1889.63734 Eh
Frontier orbital gap per entry: 7.680 6.985 eV